[1]
2 unconnected molecules or ions with the total composition C32H62F9N4O3P2 in a non-equilibrium geometry. Source: the Open Molecules 2025 dataset; level of theory: ωB97M-V/def2-TZVPD.

The geometry in XYZ format:
```
112
Properties=species:S:1:pos:R:3:mulliken_charge:R:1
C 0.714 1.347 3.776 -1.47
C -0.037 0.655 2.622 -0.65
N 0.096 1.193 1.284 1.96
C -0.969 2.039 0.788 -0.44
C -1.333 3.228 1.730 -1.87
C -0.765 2.551 -0.692 -0.02
C -1.428 1.397 -1.553 -0.87
C -1.419 1.619 -3.094 -1.19
C -2.851 1.755 -3.694 -0.31
C -2.810 1.128 -5.106 -1.09
O -3.087 -0.280 -5.068 -0.36
C -2.033 -1.040 -5.486 0.16
O -1.530 -0.949 -6.532 -0.42
P -1.929 3.981 -1.114 -0.13
C -3.683 3.762 -0.627 -0.50
C -4.754 4.176 -1.697 -1.28
C -1.565 4.950 -2.629 -0.33
C -2.205 6.375 -2.464 -1.33
N 0.694 2.716 -1.042 1.11
C 1.421 3.936 -0.619 -0.01
F 0.660 5.019 -0.550 -0.26
F 2.228 4.263 -1.649 -0.31
C 2.302 4.033 0.662 0.35
F 3.531 3.566 0.513 -0.32
F 1.722 3.525 1.736 -0.14
C 2.581 5.531 1.092 0.76
F 1.579 6.046 1.768 -0.27
F 2.945 6.277 0.057 -0.27
C 3.842 5.609 2.063 0.71
F 3.686 6.763 2.717 -0.29
F 3.875 4.675 2.978 -0.21
F 4.957 5.741 1.414 -0.23
C 1.395 1.380 -0.898 -0.42
P 3.190 1.316 -1.522 0.00
C 3.796 -0.430 -1.640 -1.19
C 3.001 1.774 -3.339 -1.25
C 1.057 0.576 0.397 0.37
N 2.299 0.486 1.225 -0.45
C 0.781 -0.942 0.058 -2.03
C -0.646 -1.472 0.351 -0.13
C -0.633 -2.805 1.152 -0.53
C -2.097 -3.282 1.260 -0.74
O -2.705 -2.731 2.441 -0.56
H 0.215 2.222 4.199 0.41
H 0.802 0.617 4.590 0.49
H 1.737 1.590 3.490 0.16
H -1.109 0.663 2.887 0.45
H 0.237 -0.403 2.651 0.19
H -1.902 1.443 0.777 0.78
H -1.003 3.032 2.755 0.40
H -2.411 3.370 1.801 0.46
H -0.819 4.148 1.449 0.24
H -2.466 1.291 -1.246 1.31
H -0.976 0.413 -1.364 -1.30
H -1.033 0.695 -3.547 0.53
H -0.756 2.419 -3.454 0.56
H -3.588 1.241 -3.073 0.38
H -3.136 2.797 -3.855 -0.04
H -3.548 1.615 -5.751 0.48
H -1.841 1.339 -5.572 0.44
H -1.651 -1.762 -4.742 0.40
H -3.873 4.383 0.250 0.68
H -3.949 2.748 -0.305 0.51
H -4.330 4.450 -2.663 0.25
H -5.502 3.389 -1.788 0.26
H -5.277 5.062 -1.328 0.33
H -1.933 4.560 -3.589 0.49
H -0.493 5.132 -2.758 0.31
H -1.606 7.155 -2.934 0.37
H -2.224 6.566 -1.384 0.37
H -3.251 6.383 -2.772 0.39
H 0.655 2.804 -2.072 0.70
H 0.981 0.764 -1.709 0.52
H 4.599 -0.574 -0.913 0.37
H 3.051 -1.217 -1.482 0.34
H 4.239 -0.615 -2.623 0.49
H 2.749 0.863 -3.893 0.43
H 2.208 2.507 -3.511 0.28
H 3.970 2.168 -3.641 0.44
H 2.946 -0.204 0.858 0.34
H 2.800 1.369 1.253 0.29
H 1.463 -1.595 0.613 0.90
H 0.995 -1.167 -0.995 0.23
H -1.338 -0.763 0.819 -0.44
H -1.108 -1.742 -0.608 0.67
H -0.129 -3.524 0.492 0.32
H -0.149 -2.700 2.123 0.09
H -2.187 -4.369 1.247 0.44
H -2.686 -2.889 0.419 0.32
H -2.980 -1.839 2.202 0.30
C 0.747 -5.427 4.095 -1.00
C 0.181 -6.693 3.469 -0.52
N 0.625 -6.913 2.103 0.31
C -0.115 -7.966 1.423 -0.67
C 0.013 -9.396 1.957 -1.03
C 2.064 -6.925 1.897 -0.73
C 2.893 -7.954 2.675 -1.05
H 0.510 -4.551 3.488 -0.05
H 0.312 -5.277 5.084 0.46
H 1.829 -5.478 4.224 0.35
H -0.908 -6.598 3.466 0.47
H 0.417 -7.545 4.124 0.26
H 0.155 -7.960 0.363 0.39
H -1.176 -7.693 1.444 0.33
H 0.968 -9.845 1.687 0.23
H -0.766 -10.023 1.517 0.41
H -0.101 -9.447 3.040 0.27
H 2.450 -5.929 2.136 0.32
H 2.267 -7.042 0.828 0.44
H 2.586 -8.033 3.719 0.25
H 3.944 -7.658 2.669 0.38
H 2.841 -8.943 2.223 0.28
```

The net charge is +1. The total energy comes out at -89315.6179 eV. For the lowest unoccupied orbital energy, the calculation gives -2.27 eV.



[2]
A molecular structure, C3H7InO2 in a non-equilibrium geometry. Source: the Open Molecules 2025 dataset; level of theory: ωB97M-V/def2-TZVPD.

The geometry in XYZ format:
```
13
Properties=species:S:1:pos:R:3:mulliken_charge:R:1
C -0.080 1.183 -0.353 -0.81
O -1.086 0.829 0.630 -0.20
C -1.656 -0.346 0.537 0.27
C -1.631 -1.189 -0.537 -0.94
H 2.016 0.700 0.466 0.56
H -0.693 1.678 -1.130 0.33
H 0.674 1.978 -0.352 0.33
H -2.022 -0.696 1.507 0.41
H -1.533 -0.810 -1.560 0.48
H -2.003 -2.203 -0.386 0.41
In 0.708 -1.020 -0.723 1.25
O 2.243 -0.405 0.214 -0.52
H 3.153 -0.477 -0.090 0.43
```

The net charge is +2. The total energy comes out at -12469.3844 eV. For the relative energy (zero: lowest compared OMol25 entry of this formula, charge and spin), the calculation gives 3.019 eV. For the lowest unoccupied orbital energy, the calculation gives -11.89 eV.



[3]
6 unconnected molecules or ions with the total composition C29H62F3O17 in a non-equilibrium geometry. Source: the Open Molecules 2025 dataset; level of theory: ωB97M-V/def2-TZVPD.

The geometry in XYZ format:
```
111
Properties=species:S:1:pos:R:3:mulliken_charge:R:1
O -0.048 0.554 -0.345 -0.06
C -0.138 -0.754 -0.777 0.39
O 0.561 -1.618 -0.181 -0.59
O -0.989 -1.033 -1.627 -0.66
H 0.537 0.683 0.405 -0.01
C 1.967 3.124 3.252 -0.64
O 1.229 2.252 4.058 -0.04
C 1.044 2.668 5.399 -0.58
C 0.061 1.673 6.000 -0.78
O -1.091 1.555 5.235 -0.14
C -2.063 2.531 5.490 -0.41
C -3.233 2.261 4.545 -0.40
O -4.426 2.672 5.161 -0.39
C -5.608 2.403 4.462 -0.66
H 1.507 4.116 3.205 0.34
H 2.043 2.677 2.262 0.01
H 3.008 3.183 3.610 0.31
H 0.599 3.673 5.397 0.32
H 2.039 2.635 5.859 0.43
H -0.168 1.878 7.053 0.44
H 0.592 0.716 6.015 0.26
H -1.727 3.552 5.256 0.19
H -2.397 2.507 6.534 0.30
H -3.220 1.177 4.359 0.27
H -3.084 2.749 3.574 0.31
H -6.396 2.419 5.216 0.31
H -5.692 1.413 3.992 0.31
H -5.818 3.121 3.661 0.19
C 2.270 -4.862 -1.072 -0.54
O 2.079 -4.289 0.194 0.00
C 2.699 -5.000 1.242 -0.70
C 2.373 -4.277 2.506 -0.09
O 1.028 -4.414 2.908 -0.36
C 0.710 -3.508 3.950 -0.84
C 0.416 -2.094 3.538 1.42
O -0.785 -2.010 2.809 -0.48
C -1.036 -0.689 2.417 -0.15
H 2.404 -4.048 -1.787 -0.19
H 1.454 -5.530 -1.361 0.28
H 3.216 -5.424 -1.134 0.40
H 3.782 -5.060 1.095 0.43
H 2.228 -5.996 1.284 0.38
H 2.599 -3.213 2.325 -0.14
H 3.052 -4.516 3.342 0.46
H 1.497 -3.502 4.717 0.35
H -0.192 -3.984 4.346 0.34
H 1.171 -1.774 2.790 -0.56
H 0.529 -1.389 4.373 -0.26
H -0.203 -0.214 1.901 -0.10
H -1.244 -0.076 3.306 0.21
H -1.877 -0.592 1.732 0.24
C -5.701 2.631 0.589 -0.62
O -4.422 2.668 -0.004 -0.37
C -3.995 1.460 -0.615 0.10
C -4.208 1.442 -2.153 -0.85
O -3.063 1.283 -2.913 -0.08
C -2.392 2.477 -3.216 -0.70
C -0.921 2.382 -2.900 0.71
O -0.316 3.644 -3.078 -0.51
C 1.078 3.540 -2.953 -0.35
H -5.882 1.788 1.267 0.23
H -6.466 2.612 -0.196 0.28
H -5.732 3.546 1.181 0.23
H -4.555 0.603 -0.229 0.36
H -2.928 1.318 -0.429 -0.09
H -4.876 2.280 -2.421 0.40
H -4.865 0.592 -2.380 0.36
H -2.809 3.352 -2.701 0.39
H -2.515 2.727 -4.283 0.11
H -0.463 1.585 -3.499 0.14
H -0.851 2.040 -1.863 -0.29
H 1.341 2.841 -2.147 -0.04
H 1.523 4.479 -2.611 0.29
H 1.549 3.222 -3.888 0.27
C 3.250 -1.368 -3.159 -0.35
O 2.339 -1.049 -4.182 -0.44
C 1.273 -1.972 -4.238 0.18
C 0.584 -1.894 -5.563 -0.96
O -0.253 -0.767 -5.689 -0.05
C -0.635 -0.592 -7.011 -0.62
C -1.652 0.525 -7.157 -0.61
O -2.692 0.429 -6.219 -0.18
C -3.931 0.815 -6.742 -0.85
H 3.687 -2.332 -3.467 0.40
H 2.752 -1.523 -2.192 -0.19
H 4.087 -0.695 -2.975 0.36
H 0.593 -1.731 -3.406 0.08
H 1.577 -3.015 -4.064 0.23
H -0.018 -2.807 -5.678 0.37
H 1.350 -1.917 -6.353 0.31
H -1.091 -1.518 -7.410 0.35
H 0.193 -0.369 -7.702 0.35
H -1.995 0.594 -8.194 0.50
H -1.086 1.454 -6.969 0.25
H -4.434 0.012 -7.294 0.28
H -3.864 1.683 -7.414 0.41
H -4.555 1.156 -5.914 0.15
C 3.581 0.343 0.190 -0.90
C 3.790 -1.104 0.547 0.58
O 4.817 -1.116 1.584 -0.28
C 5.636 -2.140 1.655 0.43
O 5.565 -3.175 1.063 -0.53
C 6.687 -1.923 2.772 0.79
F 7.830 -2.526 2.427 -0.27
F 6.915 -0.656 3.060 -0.24
F 6.272 -2.573 3.875 -0.25
H 4.301 0.679 -0.562 0.35
H 3.628 1.010 1.050 0.40
H 2.639 0.554 -0.323 -0.13
H 4.149 -1.677 -0.308 0.46
H 2.920 -1.652 0.910 -0.50
```

The net charge is -1. The total energy comes out at -74032.9232 eV. For the relative energy (zero: lowest compared OMol25 entry of this formula, charge and spin), the calculation gives 1.046 eV. For the lowest unoccupied orbital energy, the calculation gives 2.41 eV.



[4]
A molecular structure, C22H19Co2N2O6S in a non-equilibrium geometry. Source: the Open Molecules 2025 dataset; level of theory: ωB97M-V/def2-TZVPD.

The geometry in XYZ format:
```
52
Properties=species:S:1:pos:R:3:mulliken_charge:R:1
C -2.720 -2.097 1.661 -0.68
C -2.530 -0.705 1.071 -0.65
N -1.189 -0.184 1.350 -0.42
C -0.219 -1.035 1.258 0.34
N -0.343 -2.391 1.187 0.19
C -1.647 -3.027 1.152 -0.64
C 0.753 -3.267 0.811 -0.75
C 2.003 -2.914 1.580 -0.65
C 2.504 -1.582 1.051 -0.65
S 1.346 -0.227 1.307 -0.06
H -2.669 -2.033 2.757 0.30
H -3.707 -2.501 1.411 0.36
H -2.702 -0.764 -0.023 0.26
H -3.243 0.011 1.505 0.34
H -1.591 -3.930 1.767 0.39
H -1.871 -3.355 0.128 0.33
H 0.433 -4.293 1.016 0.37
H 0.948 -3.195 -0.273 0.31
H 1.826 -2.856 2.661 0.28
H 2.766 -3.677 1.404 0.34
H 3.410 -1.249 1.574 0.35
H 2.687 -1.642 -0.031 0.34
O 0.666 6.852 0.774 -0.36
C -0.306 6.357 0.411 0.14
Co -1.783 5.492 -0.051 -0.02
C -2.027 6.024 -1.765 0.37
O -2.248 6.334 -2.854 -0.41
C -1.071 3.898 -0.287 0.22
O -0.614 2.835 -0.345 -0.37
C -3.444 5.370 0.807 -0.07
C -2.450 5.113 1.731 -0.03
C -1.779 4.403 2.670 -1.30
C -0.781 4.915 3.608 0.83
C 0.210 3.990 4.037 -0.52
C 1.183 4.343 4.965 -0.66
C 1.204 5.647 5.490 -0.33
C 0.250 6.587 5.070 -0.69
C -0.730 6.231 4.127 0.29
Co -3.606 7.206 1.439 0.29
C -4.940 7.171 2.575 0.09
O -5.778 7.082 3.363 -0.40
C -4.209 7.847 -0.057 0.21
O -4.612 8.287 -1.052 -0.42
C -2.477 8.486 1.949 0.09
O -1.758 9.328 2.298 -0.38
H -4.314 4.767 0.533 0.49
H -1.819 3.305 2.615 0.34
H 0.176 2.977 3.638 0.46
H 1.918 3.600 5.290 0.34
H 1.970 5.916 6.229 0.31
H 0.268 7.591 5.509 0.37
H -1.490 6.966 3.853 0.11
```

The net charge is -1. The total energy comes out at -124474.1424 eV. For the relative energy (zero: lowest compared OMol25 entry of this formula, charge and spin), the calculation gives 0.000 eV. For the lowest unoccupied orbital energy, the calculation gives 2.03 eV.